# 1
An isolated molecule of C3H8N2O2 at a distorted geometry, computed with ωB97M-V/def2-TZVPD.

```
! wB97M-V def2-TZVPD RIJCOSX def2/J DEFGRID3
* xyz 0 1
O 0.610 -2.138 -0.807
C -0.230 -1.719 -0.043
N -0.983 -2.503 0.798
C -0.517 -0.207 -0.044
N 0.773 0.444 0.212
C 0.687 1.850 -0.026
O 0.388 2.165 -1.391
H -0.776 -3.496 0.715
H -1.003 -2.147 1.735
H -0.991 0.100 -0.974
H -1.202 -0.018 0.788
H 1.449 -0.020 -0.380
H -0.144 2.219 0.591
H 1.599 2.368 0.287
H 0.339 3.100 -1.461
*
```

Computed properties:
* structure (SMILES): NC(=O)CNCO
* E_LUMO: 0.9 eV

Here are the natural (NBO) charges for atoms 1 to 8, given in e: O -0.600; C 0.683; N -0.832; C -0.321; N -0.626; C 0.091; O -0.742; H 0.395

=====

# 2
A 3-piece molecular cluster, C3H8N2O2 overall, computed with ωB97M-V/def2-TZVPD.

```
! wB97M-V def2-TZVPD RIJCOSX def2/J DEFGRID3
* xyz 0 1
C -2.323 0.162 -0.805
C -2.841 -0.356 0.336
N -2.077 -0.027 1.436
C -1.091 0.671 0.953
N -1.154 0.775 -0.405
H -2.698 0.256 -1.810
H -3.678 -1.028 0.429
H -0.389 1.332 1.446
H -0.621 1.507 -0.849
H 1.192 -2.355 1.651
H 0.108 -1.581 0.849
O 1.019 -1.546 1.164
H 4.709 0.571 -2.233
H 4.752 0.594 -0.686
O 5.092 1.026 -1.476
*
```

Computed properties:
* structure (SMILES): c1c[nH]cn1.O.O
* E_LUMO: 0.6 eV

Here are the natural (NBO) charges for atoms 1 to 8, given in e: C -0.119; C -0.104; N -0.464; C 0.169; N -0.530; H 0.222; H 0.210; H 0.201

=====

# 3
An isolated molecule of C3H8N2O2 at a distorted geometry, computed with ωB97M-V/def2-TZVPD.

```
! wB97M-V def2-TZVPD RIJCOSX def2/J DEFGRID3
* xyz 0 1
C -0.383 -1.815 -0.985
C 0.077 -0.391 -1.095
C 0.573 0.893 0.643
H -0.035 -1.853 0.799
H -1.432 -1.790 -1.145
H -0.160 -2.494 -1.775
H 1.140 -0.291 -1.066
H -0.266 -0.287 -2.155
H 1.689 0.698 0.685
H 1.042 2.348 2.095
H -1.350 2.503 0.760
N -0.364 0.681 -0.238
N 0.331 1.720 1.799
O -0.073 -2.591 0.137
O -0.788 2.670 1.541
*
```

Computed properties:
* structure (SMILES): OCC/N=C/NO
* E_LUMO: 0.8 eV

Here are the natural (NBO) charges for atoms 1 to 8, given in e: C -0.090; C -0.271; C 0.222; H 0.457; H 0.155; H 0.191; H 0.168; H 0.206

=====

# 4
A 2-piece molecular cluster, C3H8N2O2 overall at a distorted geometry, computed with ωB97M-V/def2-TZVPD.

```
! wB97M-V def2-TZVPD RIJCOSX def2/J DEFGRID3
* xyz 0 1
C -0.406 -2.712 -0.219
C -0.676 -1.296 0.169
O -1.779 -0.802 0.222
H 0.217 -0.699 0.437
H 0.118 -3.212 0.597
H 0.263 -2.725 -1.081
H -1.328 -3.239 -0.455
N 1.578 1.923 -0.915
C -0.271 2.307 0.702
O 0.983 1.372 0.264
N -1.353 1.930 1.084
H 2.579 1.751 -0.837
H 1.236 1.379 -1.706
H -1.657 0.947 0.972
H 0.496 3.077 0.765
*
```

Computed properties:
* structure (SMILES): [H]/N=C\ON.CC=O
* E_LUMO: 0.8 eV

Here are the natural (NBO) charges for atoms 1 to 8, given in e: C -0.724; C 0.443; O -0.557; H 0.147; H 0.238; H 0.235; H 0.232; N -0.547

=====

# 5
A 2-piece molecular cluster, C3H8N2O2 overall, computed with ωB97M-V/def2-TZVPD.

```
! wB97M-V def2-TZVPD RIJCOSX def2/J DEFGRID3
* xyz 0 1
N 2.194 1.154 0.969
C -0.098 0.849 -0.616
O 0.258 1.894 -1.071
N 0.163 -0.452 -1.124
C -1.002 -1.221 -0.706
C -1.423 -0.569 0.616
O -0.899 0.759 0.494
H 1.942 2.003 0.473
H 2.586 0.524 0.277
H 1.036 -0.809 -0.742
H -0.791 -2.287 -0.642
H -1.773 -1.057 -1.464
H -1.006 -1.070 1.497
H -2.505 -0.484 0.730
H 1.318 0.765 1.308
*
```

Computed properties:
* structure (SMILES): O=C1NCCO1.N
* E_LUMO: 0.6 eV

Here are the natural (NBO) charges for atoms 1 to 8, given in e: N -1.063; C 0.889; O -0.556; N -0.671; C -0.257; C -0.091; O -0.508; H 0.378

=====

# 6
A 3-piece molecular cluster, C3H8N2O2 overall at a distorted geometry, computed with ωB97M-V/def2-TZVPD.

```
! wB97M-V def2-TZVPD RIJCOSX def2/J DEFGRID3
* xyz 0 1
C 0.934 2.376 -1.587
C 0.290 1.537 -0.697
N -0.138 0.397 -1.339
C 0.377 0.510 -2.658
N 0.980 1.765 -2.916
H 1.424 3.338 -1.545
H 0.005 1.584 0.366
H -1.035 0.009 -1.116
H 0.582 -0.318 -3.290
H -0.305 -0.833 5.691
H -1.197 0.302 5.195
O -1.048 -0.345 6.031
H -0.732 -2.865 -0.603
H 0.119 -4.010 -0.418
O -0.257 -3.448 -1.113
*
```

Computed properties:
* structure (SMILES): c1c[nH]cn1.O.O
* E_LUMO: 0.1 eV

Here are the natural (NBO) charges for atoms 1 to 8, given in e: C -0.121; C -0.099; N -0.559; C 0.143; N -0.423; H 0.223; H 0.211; H 0.417

=====

# 7
A 2-piece molecular cluster, C3H8N2O2S overall at a distorted geometry, computed with ωB97M-V/def2-TZVPD.

```
! wB97M-V def2-TZVPD RIJCOSX def2/J DEFGRID3
* xyz 0 1
C 0.911 0.667 1.384
C -0.106 -0.501 -2.717
C -0.292 0.079 1.220
N -0.692 -1.430 -2.128
N -1.374 0.933 0.799
O 1.213 2.023 1.217
O 2.082 -0.056 1.634
S -0.668 -1.613 1.280
H 0.389 -0.469 -3.735
H -0.127 0.341 -2.085
H 1.845 -0.959 2.036
H -0.735 -2.459 -2.521
H 2.034 2.069 1.604
H -2.217 0.994 1.343
H -1.046 1.846 0.587
H -1.218 -1.464 0.082
*
```

Computed properties:
* structure (SMILES): NC(S)=C(O)O.C=N
* E_LUMO: 0.7 eV

Here are the natural (NBO) charges for atoms 1 to 8, given in e: C 0.512; C -0.035; C -0.177; N -0.627; N -0.845; O -0.678; O -0.720; S -0.028

=====

# 8
A 2-piece molecular cluster, C3H8N2O2S2 overall at a distorted geometry, computed with ωB97M-V/def2-TZVPD.

```
! wB97M-V def2-TZVPD RIJCOSX def2/J DEFGRID3
* xyz 0 1
C 2.176 1.201 -0.088
C 1.701 -0.078 -0.890
C 0.966 -0.008 1.457
N 1.531 1.088 1.219
N -2.253 -1.531 0.123
O -3.107 0.777 0.830
O -1.781 0.441 -1.416
S 1.084 -1.347 0.337
S -1.769 0.263 -0.012
H 3.189 1.456 0.081
H 1.839 2.049 -0.595
H 0.895 0.148 -1.488
H 2.482 -0.417 -1.429
H 0.689 -0.067 2.458
H -3.996 0.587 0.552
H -1.834 -1.793 0.976
H -1.781 -1.762 -0.720
*
```

Computed properties:
* E_LUMO: 0.6 eV

Here are the natural (NBO) charges for atoms 1 to 8, given in e: C -0.261; C -0.497; C -0.091; N -0.395; N -0.993; O -0.917; O -0.941; S 0.168